DFT (ωB97M-V/def2-TZVPD) results for C24H21AuN5O4S3 as an isolated structure.

Values from the calculation:
energy	-77061.662	eV
total charge	+1
strongest force on any atom	0.5	eV/A
energy above the lowest of the compared OMol25 structures with the same formula, charge and spin	0.0	kJ/mol
lowest unoccupied orbital energy	-0.1983	Ha

```
58
C24H21AuN5O4S3 | the Open Molecules 2025 dataset | ωB97M-V/def2-TZVPD
Au -0.9060 -2.6424 -0.6991
S 0.9027 -1.5153 0.2512
C 0.3295 0.0780 0.3096
N 1.0973 1.0883 0.6330
C 0.5560 2.4468 0.7369
C -0.8442 2.3807 1.2750
N -1.6401 1.4750 0.4404
C -3.0561 1.8638 0.2427
C -3.1388 3.1564 -0.5245
C -2.7005 3.2003 -1.8457
C -2.7519 4.3886 -2.5548
C -3.2474 5.5372 -1.9500
C -3.6932 5.4954 -0.6384
C -3.6352 4.3063 0.0762
C -1.1112 0.3775 -0.0300
S -1.9931 -0.6716 -1.0434
C 2.5377 0.9470 0.9398
C 2.7878 1.1623 2.4096
C 3.5402 2.2484 2.8390
C 3.7627 2.4506 4.1943
C 3.2270 1.5707 5.1218
C 2.4728 0.4842 4.6966
C 2.2553 0.2772 3.3445
H 0.5871 2.9194 -0.2483
H 1.1965 2.9980 1.4229
H -1.3142 3.3613 1.2336
H -0.8602 2.0150 2.3051
H -3.4908 1.9573 1.2399
H -3.5650 1.0526 -0.2706
H -2.3380 2.2988 -2.3294
H -2.4204 4.4187 -3.5840
H -3.2934 6.4627 -2.5077
H -4.0907 6.3857 -0.1705
H -3.9931 4.2708 1.0989
H 3.0542 1.6994 0.3409
H 2.8601 -0.0338 0.5993
H 3.9668 2.9318 2.1133
H 4.3564 3.2928 4.5227
H 3.4034 1.7238 6.1778
H 2.0657 -0.2094 5.4198
H 1.6854 -0.5865 3.0191
O 2.3803 -7.7545 -1.7159
C 2.3460 -7.1298 -2.8771
O 2.8526 -7.5772 -3.8732
C 1.6315 -5.8159 -2.9501
C 1.5616 -5.1050 -4.1291
N 0.8717 -3.9837 -3.8710
N 0.4781 -3.9045 -2.5991
C 0.9251 -5.0116 -2.0253
C 0.6293 -5.2367 -0.5794
O 1.0800 -6.2064 -0.0011
O -0.1196 -4.3682 0.0362
H 1.9163 -7.2525 -1.0005
H 1.9582 -5.3465 -5.1003
H 0.6296 -3.2498 -4.5151
S -2.7109 -3.8254 -1.6335
C -4.0389 -2.9513 -1.0673
N -4.9520 -2.3450 -0.7057
```

Atomic partial charges in e from the Löwdin method, atoms 1 to 4:
1 Au 0.589
2 S 0.815
3 C -0.596
4 N -0.073